No. 1
The following is a DFT calculation (wB97M-V/def2-TZVPD) of a cluster of 2 separate species, C3H10N2 in total at a distorted geometry.

The calculation puts the LUMO energy at 0.0335 Eh. As for the frontier orbital gap: 9.3 eV. The value obtained for the HOMO energy is -8.39 eV. The SMILES is C=CN.CN. The value obtained for the relative energy (zero: lowest compared OMol25 entry of this formula, charge and spin) is 140.45 kJ/mol. For the energy, the calculation gives -229.755760 Eh. The total charge is 0.

Last column: Löwdin charge in e.
Geometry (Å):
C 0.54624 2.74472 1.82658  -0.04
C 1.41937 2.43162 0.84987  -0.31
N 1.53603 3.17733 -0.31271  0.01
H -0.35950 3.28699 1.66336  0.03
H 0.58739 2.25757 2.78462  0.03
H 2.26855 1.73575 1.08673  0.11
H 0.73222 3.69385 -0.66307  0.09
H 1.81182 2.62550 -1.13009  0.08
C -0.86909 -2.69258 -1.00505  -0.21
N -1.55660 -3.94249 -0.66662  -0.08
H -0.73261 -2.65611 -2.09428  0.07
H 0.04537 -2.64953 -0.41357  0.06
H -1.43780 -1.78978 -0.82193  0.05
H -1.83522 -3.91810 0.29674  0.05
H -2.15617 -4.30473 -1.40060  0.06

Atoms 1-3, force components in eV/Å:
0.3388 -1.3347 -0.4203
0.1189 0.6531 1.8055
0.1522 -0.7135 -2.1345

=====

No. 2
The following is a DFT calculation (wB97M-V/def2-TZVPD) of a structure of composition C28H28CoN9OS2Si.

Its expectation value of S² is 0.8451. The spin multiplicity is 2. The calculation puts the LUMO energy (spin up / spin down) at 0.0707 / 0.0706 Eh. As for the frontier orbital gap (spin up / spin down): 5.6 / 5.4 eV. The value obtained for the HOMO energy (spin up / spin down) is -3.67 / -3.47 eV. The value obtained for the relative energy (zero: lowest compared OMol25 entry of this formula, charge and spin) is 96.84 kJ/mol. For the energy, the calculation gives -4120.594245 Eh. The total charge is -1.

Last column: Löwdin charge in e.
Geometry (Å):
Co 0.88327 -1.08540 0.34001  -0.19
N 4.16984 1.27373 1.30360  0.03
C 3.72578 0.18422 0.65555  -0.12
N 2.42812 0.09471 0.82218  0.08
C 2.12121 1.18350 1.58507  -0.30
N 3.15423 1.92730 1.90530  0.13
C 0.71323 1.41515 1.90947  -0.19
C 0.24348 2.39110 2.77349  -0.09
N -1.05446 2.53340 3.02009  0.08
C -1.87080 1.67894 2.40369  -0.10
C -1.40914 0.69219 1.54427  -0.09
N -0.11284 0.56609 1.29285  0.07
H 5.11202 1.60865 1.39723  0.15
H 4.34667 -0.49636 0.09856  0.12
H 0.93204 3.06268 3.27302  0.11
H -2.93016 1.78323 2.60325  0.11
H -2.06199 -0.01721 1.04581  0.09
S -1.00120 -1.97483 -0.54650  0.66
C -1.62578 -2.94078 0.77269  -0.63
C -2.82664 -3.62619 0.57737  -0.08
C -3.41693 -4.39635 1.56906  -0.21
C -4.66169 -5.06111 1.31226  -0.20
N -5.66340 -5.59022 1.10794  0.13
C -2.77594 -4.50250 2.81482  -0.21
C -1.57589 -3.83990 3.01757  -0.08
C -0.96829 -3.05303 2.03013  -0.67
S 0.54979 -2.27807 2.38434  0.62
C -3.34700 -5.28136 3.87729  -0.20
N -3.80683 -5.89742 4.73374  0.14
H -3.31485 -3.54963 -0.38590  0.10
H -1.08328 -3.92881 3.97700  0.10
C -0.80732 4.57345 -0.22878  -0.01
N 0.09987 3.92950 -1.17221  -0.08
N -0.24820 2.60607 -1.47982  0.05
C 0.91285 1.81678 -1.58328  -0.42
O 0.94165 0.66158 -1.95163  0.05
C 1.98791 2.70999 -1.17878  0.05
C 1.45602 3.91603 -0.90335  -0.28
C 2.11399 5.12759 -0.34080  -0.02
C -1.42993 2.36188 -2.22303  -0.19
C -1.98215 3.34091 -3.04210  -0.04
C -3.14419 3.06192 -3.74630  -0.10
C -3.74238 1.81265 -3.64949  -0.10
C -3.17424 0.84133 -2.83640  -0.06
C -2.02332 1.11172 -2.11295  -0.01
H -1.81875 4.53330 -0.62585  0.08
H -0.51999 5.61807 -0.12823  0.09
H -0.78695 4.08968 0.75138  0.08
H 3.02568 2.42424 -1.13770  0.11
H 3.19392 5.00294 -0.37110  0.08
H 1.82167 5.28287 0.69985  0.08
H 1.84422 6.02035 -0.90655  0.09
H -1.49773 4.30450 -3.13288  0.11
H -3.57674 3.82452 -4.38188  0.10
H -4.64643 1.59913 -4.20492  0.10
H -3.62249 -0.13997 -2.74844  0.11
H -1.59266 0.35175 -1.47296  0.03
C 2.93244 -2.25097 -2.20237  -0.24
Si 2.13084 -2.75539 -0.54507  0.40
C 3.60077 -3.27739 0.56796  -0.24
C 1.31456 -4.42721 -0.87913  -0.25
H 3.55829 -3.05144 -2.61153  0.01
H 3.54774 -1.34953 -2.11106  0.00
H 2.14834 -2.01486 -2.92605  0.01
H 4.26072 -3.96786 0.03107  0.02
H 3.19857 -3.79780 1.44051  0.01
H 4.22145 -2.46220 0.95170  -0.02
H 2.05965 -5.17929 -1.15889  0.02
H 0.57687 -4.34626 -1.67944  0.01
H 0.79290 -4.77831 0.01526  0.02

Atoms 1-3, force components in eV/Å:
-0.0149 -0.0301 -0.0124
-0.0121 -0.0233 -0.0475
0.0101 0.0406 0.0496

=====

No. 3
The following is a DFT calculation (wB97M-V/def2-TZVPD) of a cluster of 4 separate species, C20H21F9IN3O6 in total at a distorted geometry.

The calculation puts the LUMO energy at -0.0244 Eh. As for the frontier orbital gap: 7.8 eV. The value obtained for the HOMO energy is -8.44 eV. The SMILES is Nc1ccc2nc(I)cnc2c1.CCOC(=O)C(F)(F)F.CCOC(=O)C(F)(F)F.CCOC(=O)C(F)(F)F. For the energy, the calculation gives -2586.916846 Eh. The total charge is 0.

Last column: Löwdin charge in e.
Geometry (Å):
N 4.39314 0.96073 0.13472  0.07
C 3.07488 1.22495 0.69475  -0.27
C 2.87495 2.26681 1.76109  -0.02
C 1.55429 2.46236 2.29788  -0.01
C 0.33503 1.69468 1.84231  -0.21
N -0.86185 2.00542 2.47618  0.07
C -1.83785 1.25834 1.91129  -0.68
I -3.84785 1.58129 2.67983  0.77
C -1.70172 0.23769 0.83422  -0.16
N -0.50420 -0.06183 0.27636  0.10
C 0.54450 0.69905 0.77499  -0.20
C 1.91652 0.48238 0.23371  0.03
H 4.28829 0.05394 -0.33720  0.04
H 4.98516 0.75916 0.95335  0.09
H 3.77257 2.84897 2.08943  0.11
H 1.43651 3.25194 3.08599  0.11
H -2.61241 -0.31065 0.48478  0.09
H 2.07107 -0.28246 -0.57355  0.10
C -1.69275 -4.26178 1.66362  -0.06
C -2.63849 -4.90475 0.66805  -0.20
O -3.96458 -5.00474 1.21389  0.03
C -4.70384 -3.89013 1.16420  -0.38
O -4.33067 -2.84591 0.71184  0.16
C -6.09966 -4.15515 1.73050  -0.52
F -6.06079 -4.84003 2.88778  0.16
F -6.84861 -4.87860 0.87649  0.16
F -6.77341 -3.02356 1.97485  0.16
H -1.71076 -4.80261 2.61195  0.08
H -0.67252 -4.25830 1.27759  0.08
H -1.98391 -3.23191 1.87720  0.07
H -2.31055 -5.92253 0.45624  0.13
H -2.65164 -4.36436 -0.28036  0.13
C -4.24790 3.66085 -0.94028  -0.07
C -4.50515 4.81776 0.00622  -0.21
O -4.27742 6.07308 -0.65619  0.03
C -5.27268 6.51523 -1.43498  -0.38
O -6.30749 5.93911 -1.61242  0.17
C -4.91144 7.87703 -2.03036  -0.52
F -3.65923 7.90525 -2.52212  0.16
F -4.98735 8.85488 -1.10696  0.16
F -5.72707 8.22725 -3.03388  0.16
H -3.24518 3.73138 -1.36714  0.09
H -4.34343 2.70691 -0.41895  0.04
H -4.95102 3.66903 -1.77496  0.08
H -3.80409 4.76974 0.83982  0.11
H -5.51177 4.77803 0.42676  0.13
C 9.07121 -2.75873 -1.44081  -0.06
C 8.15506 -3.41884 -2.45229  -0.20
O 6.82957 -3.57233 -1.91718  0.03
C 6.05195 -2.48432 -1.95550  -0.38
O 6.38720 -1.41974 -2.38897  0.17
C 4.66386 -2.80870 -1.40270  -0.51
F 4.71600 -3.50804 -0.25639  0.17
F 3.94382 -3.54427 -2.26681  0.17
F 3.94312 -1.70076 -1.14408  0.13
H 9.06559 -3.31380 -0.50064  0.08
H 10.09318 -2.71466 -1.81939  0.08
H 8.74320 -1.74284 -1.21452  0.08
H 8.51919 -4.42145 -2.67643  0.13
H 8.12944 -2.86546 -3.39280  0.13

Atoms 1-3, force components in eV/Å:
-1.6434 -0.6110 1.4592
-2.3911 -0.1421 0.3732
-2.0346 -1.3409 -0.7855

=====

No. 4
The following is a DFT calculation (wB97M-V/def2-TZVPD) of an isolated molecule of C4H8O2.

The calculation puts the LUMO energy at 0.0339 Eh. As for the frontier orbital gap: 10.6 eV. The value obtained for the HOMO energy is -9.71 eV. The SMILES is COCCC=O. The value obtained for the relative energy (zero: lowest compared OMol25 entry of this formula, charge and spin) is 155.25 kJ/mol. For the energy, the calculation gives -307.653299 Eh. The total charge is 0.

Last column: Löwdin charge in e.
Geometry (Å):
C 2.04363 0.40956 -0.67404  -0.11
O 0.72759 -0.07643 -0.68846  -0.20
C 0.19087 -0.36772 0.57904  -0.26
C -1.26603 -0.71705 0.32836  -0.13
C -2.07816 0.50325 -0.04914  -0.26
O -3.28457 0.53920 -0.03987  0.05
H 2.26650 0.72933 -1.69466  0.09
H 2.76729 -0.36472 -0.37747  0.09
H 2.15166 1.27039 0.00303  0.09
H 0.27878 0.51057 1.24444  0.13
H 0.72330 -1.19974 1.06724  0.13
H -1.74440 -1.21915 1.17499  0.13
H -1.29486 -1.40922 -0.52298  0.13
H -1.48160 1.39172 -0.35050  0.13

Atoms 1-3, force components in eV/Å:
0.2939 0.1228 -0.0422
-0.0523 -0.0045 -0.0845
-0.1213 -0.0306 0.1837